(1)
Density functional theory data (the ωB97M-V functional and the def2-TZVPD basis) for a structure of composition C39H34ClN3SSi2V at a distorted geometry.

Geometry as XYZ:
```
81
Properties=species:S:1:pos:R:3
C -1.4942 -2.7352 3.7239
C -2.3653 -1.9776 2.8848
C -2.3865 -2.5983 1.5968
H -3.0189 -1.1611 3.1937
C -1.4383 -3.7016 1.6243
C -0.9289 -3.7874 2.9548
H -0.3044 -4.5972 3.3329
H -1.3714 -2.6008 4.7983
H -3.0942 -2.3723 0.8056
H -1.2724 -4.4313 0.8344
V -0.3616 -1.7551 1.4713
Si 2.3448 1.9149 -0.5800
C 1.1349 3.2501 -1.0076
C 1.1614 3.8863 -2.2532
H 1.9352 3.6321 -2.9807
C 0.1853 4.8254 -2.5919
H 0.2045 5.2880 -3.5797
C -0.8269 5.1491 -1.6861
H -1.6026 5.8646 -1.9637
C -0.8412 4.5477 -0.4243
H -1.6282 4.7877 0.2935
C 0.1527 3.6319 -0.0729
H 0.1559 3.2073 0.9355
C 1.1782 0.2729 -0.1264
C -0.1907 0.2612 0.3734
H -0.6309 1.2153 0.6594
C -1.2077 -0.7177 -0.0407
H -2.2515 -0.4379 -0.1230
C -0.7576 -2.1052 -0.4196
H -1.3641 -2.8777 -0.8618
C 0.7314 -2.2360 -0.1611
H 1.1491 -3.2242 -0.3286
C 1.6048 -1.0862 -0.3368
H 2.6128 -1.2986 -0.6935
H 3.0733 1.9842 0.8420
Si 0.0240 -0.8880 -1.3622
C 0.2848 -1.9982 -2.9844
C -0.8547 -2.5409 -3.5636
H -1.8515 -2.2876 -3.1908
C -0.7286 -3.4012 -4.6611
H -1.6218 -3.8174 -5.1288
C 0.5443 -3.7276 -5.1484
H 0.6445 -4.3987 -6.0036
C 1.6852 -3.1974 -4.5360
H 2.6800 -3.4546 -4.9038
C 1.5554 -2.3315 -3.4386
H 2.4556 -1.9182 -2.9753
C -0.6095 0.4800 -2.6325
C -1.7884 1.1885 -2.3886
H -2.3889 1.0219 -1.4925
C -2.2460 2.1346 -3.3117
H -3.1736 2.6756 -3.1136
C -1.5171 2.3990 -4.4730
H -1.8800 3.1308 -5.1969
C -0.2993 1.7415 -4.6857
H 0.3000 1.9641 -5.5707
C 0.1543 0.8063 -3.7529
H 1.1129 0.3179 -3.9369
H 3.2882 2.5985 0.1177
Cl 3.4277 1.3480 -2.2239
N 1.3640 0.3883 4.6697
C 0.3325 1.3303 4.5661
C 0.1152 2.5185 5.2414
C -0.9831 3.2916 4.8276
C -1.8021 2.8774 3.7617
C -1.5626 1.6706 3.0897
C -0.4744 0.9049 3.5134
N 0.0745 -0.2686 2.9906
C 1.1864 -0.5525 3.7052
C 1.9509 -1.7344 3.4111
C 2.9947 -2.3390 4.0804
S 3.3914 -3.8659 3.3482
C 2.1526 -3.6165 2.1718
N 1.4914 -2.4580 2.3070
H 2.1281 0.3866 5.3382
H 0.7834 2.8058 6.0531
H -1.2123 4.2307 5.3339
H -2.6393 3.5046 3.4492
H -2.1792 1.3127 2.2640
H 3.4709 -1.9140 4.9531
H 1.9324 -4.3360 1.3893
```

Output
⟨S²⟩: 0.787
Total charge: +2
Energy above the lowest of the compared OMol25 structures with the same formula, charge and spin in eV: 5.323
F_max in eV Å⁻¹: 14.00
E_HOMO (spin up / spin down) in eV: -12.3 / -12.2
2S+1: 2

***

(2)
Density functional theory data (the ωB97M-V functional and the def2-TZVPD basis) for a structure of composition C18H38N2O14Zr2 at a distorted geometry.

Geometry as XYZ:
```
74
Properties=species:S:1:pos:R:3
Zr 2.2001 1.3391 -0.1427
Zr 3.9610 -2.1571 -2.3990
O 0.5144 0.2471 0.7077
C 0.3143 -1.1218 0.4791
C 1.1214 -1.5532 -0.8463
O 2.3865 -0.9726 -1.2083
H -0.7176 -1.4521 0.3600
H 0.6303 -1.5339 1.4374
H 0.4907 -1.2063 -1.6649
H 1.2771 -2.6315 -0.8804
O 3.6006 -4.2398 -1.7800
C 2.7820 -5.0082 -2.7013
C 1.9879 -4.1200 -3.8494
O 2.6732 -2.8775 -4.1349
H 2.3807 -5.9308 -2.2821
H 3.5838 -5.5536 -3.1991
H 0.9935 -3.9202 -3.4501
H 1.7152 -4.7298 -4.7106
C -0.6092 -5.3004 -1.1113
N -1.6313 -4.8816 -0.1108
O -2.5742 -5.7427 0.1339
O -1.5509 -3.7492 0.4180
H 0.1107 -4.5098 -1.3228
H -1.0716 -5.7994 -1.9630
H -0.0630 -6.1339 -0.6695
C -1.5515 -3.0497 3.6655
N -0.6212 -2.5280 4.6973
O 0.3492 -3.2348 4.9893
O -0.9219 -1.5087 5.2318
H -1.6003 -2.3168 2.8602
H -2.5471 -3.3085 4.0259
H -1.0270 -3.9699 3.4080
O -0.4048 1.4915 -2.3289
C -0.7189 1.3597 -3.5484
O -1.6790 2.0476 -4.2805
C -2.2257 3.2161 -3.7973
C -3.3866 2.9986 -2.9006
C -0.2487 0.0971 -4.3462
H -2.5203 3.8347 -4.6450
H -1.3824 3.8116 -3.4474
H -4.2440 2.5595 -3.4106
H -3.5969 3.9636 -2.4392
H -3.1929 2.3138 -2.0750
H 0.8388 0.0493 -4.4025
H -0.5898 0.0905 -5.3815
H -0.6165 -0.7918 -3.8337
O 0.6383 2.9783 -0.1710
C -0.1842 3.8541 -0.3843
O -1.4509 3.9232 -0.0450
C -1.9849 3.1047 0.9906
C -3.4485 3.6046 1.0158
C 0.0927 5.0012 -1.3571
H -1.5511 3.2847 1.9742
H -1.8438 2.0527 0.7425
H -3.9965 3.0323 1.7644
H -3.8692 3.4510 0.0221
H -3.5381 4.6802 1.1680
H -0.7624 5.6379 -1.5841
H 0.4540 4.6381 -2.3192
H 0.9034 5.5504 -0.8784
O 2.0658 2.1534 2.0378
C 1.8423 2.4997 3.1816
O 1.8139 1.7419 4.2793
C 1.7610 0.3129 4.0559
C 2.3885 -0.4467 5.1651
C 1.8437 4.0183 3.4039
H 2.3389 0.0973 3.1573
H 0.7103 0.0960 3.8634
H 1.7249 -0.7095 5.9889
H 3.2696 0.1136 5.4778
H 2.7196 -1.4036 4.7614
H 1.7899 4.6484 2.5160
H 2.6990 4.3283 4.0042
H 0.9561 4.1702 4.0180
```

Output
Total charge: +4
Energy above the lowest of the compared OMol25 structures with the same formula, charge and spin in eV: 0.000
F_max in eV Å⁻¹: 10.32
E_HOMO in eV: -18.9

***

(3)
Density functional theory data (the ωB97M-V functional and the def2-TZVPD basis) for a cluster of 2 separate species, C5H13N3O in total.

Geometry as XYZ:
```
22
Properties=species:S:1:pos:R:3
N 1.3093 -0.9762 1.8384
C 1.4438 -1.0167 0.4252
C 1.4865 0.1057 -0.3018
N 1.3497 1.3768 0.2845
N 1.5022 0.1063 -1.7086
H 1.4464 -1.9000 2.2299
H 0.3752 -0.6693 2.1077
H 1.5097 -1.9787 -0.0674
H 1.9465 2.0774 -0.1386
H 1.5127 1.3075 1.2817
H 1.7922 -0.7856 -2.0852
H 2.0527 0.8607 -2.1002
C -1.8024 1.3535 0.2343
C -1.7189 -0.1353 0.4014
C -1.7984 -0.9189 -0.8816
O -1.5754 -0.6593 1.4836
H -2.1967 1.8171 1.1349
H -2.3979 1.6293 -0.6299
H -0.7781 1.7086 0.0896
H -1.6418 -1.9773 -0.6921
H -2.7766 -0.7753 -1.3364
H -1.0406 -0.5502 -1.5693
```

Output
SMILES string: NC=C(N)N.CC(C)=O
Energy above the lowest of the compared OMol25 structures with the same formula, charge and spin in eV: 1.221
F_max in eV Å⁻¹: 0.41
E_HOMO in eV: -7.2

***

(4)
Density functional theory data (the ωB97M-V functional and the def2-TZVPD basis) for a structure of composition C31H44N6O3PPdS5 at a distorted geometry.

Geometry as XYZ:
```
91
Properties=species:S:1:pos:R:3
Pd 0.3342 -0.0872 0.6370
S 0.5306 -2.0369 -0.8555
C 0.9680 -3.0229 0.4823
S 0.8350 -2.2496 2.0023
C 1.4373 -4.3186 0.3374
C 1.6433 -4.8869 -0.9316
N 1.8342 -5.3416 -1.9679
C 1.8239 -5.0789 1.4548
N 2.1581 -5.6748 2.3774
C -0.6185 4.1500 -0.9940
C -1.9183 3.3801 -0.8203
S -1.6873 1.6286 -0.3047
C -2.2921 0.6998 -1.7576
C -1.5079 0.9451 -3.0309
S 0.2035 0.3137 -2.8678
C 1.1897 1.6848 -3.5515
C 1.3682 2.8284 -2.5627
S 0.0462 4.0879 -2.6929
H 0.1476 3.7832 -0.3116
H -0.7890 5.2099 -0.8013
H -2.5200 3.4029 -1.7263
H -2.4921 3.8249 -0.0063
H -3.3432 0.9590 -1.8955
H -2.2189 -0.3463 -1.4443
H -1.4549 2.0032 -3.2858
H -1.9709 0.4037 -3.8573
H 0.7381 2.0230 -4.4843
H 2.1577 1.2305 -3.7727
H 2.3036 3.3506 -2.7680
H 1.3703 2.4518 -1.5397
C 3.9950 -1.1409 1.6022
N 3.1183 -0.2725 0.8276
C 3.3903 -0.3693 -0.6023
P 2.8036 1.3235 1.3301
O 1.5371 1.7664 0.6823
N 2.7307 1.3559 2.9982
C 3.7349 1.9937 3.8251
C 1.8539 0.4606 3.7290
N 4.0395 2.2891 0.7752
C 3.7595 3.6458 0.3492
C 5.4302 2.0403 1.1022
H 3.6698 -2.1774 1.4976
H 3.9541 -0.8789 2.6557
H 5.0325 -1.0818 1.2599
H 3.2001 -1.3881 -0.9463
H 4.4302 -0.1121 -0.8307
H 2.7296 0.3130 -1.1413
H 4.2048 2.8095 3.2842
H 4.5046 1.2965 4.1715
H 3.2443 2.4140 4.7067
H 1.0308 0.1498 3.0796
H 1.4426 0.9978 4.5839
H 2.3737 -0.4292 4.1014
H 2.6842 3.7582 0.2321
H 4.2479 3.8408 -0.6073
H 4.1167 4.3819 1.0766
H 5.5332 1.0764 1.5923
H 5.8364 2.8094 1.7652
H 6.0349 2.0381 0.1918
C -0.9833 5.0662 7.2470
C -2.0954 4.3663 6.5235
C -3.3928 4.8684 6.6180
C -4.4456 4.2755 5.9352
C -4.2256 3.1604 5.1579
C -2.9378 2.6131 5.0798
N -2.6706 1.5018 4.3138
C -3.4920 0.4659 3.9887
C -4.6405 0.1550 4.7375
C -5.4282 -0.9243 4.4034
C -5.1085 -1.7183 3.3067
C -3.9626 -1.4497 2.5787
C -3.1387 -0.3808 2.9070
C -1.9010 -0.1751 2.1119
O -1.0414 0.6732 2.4783
O -1.7253 -0.8682 1.0789
C -1.8604 3.2299 5.7546
C -0.5025 2.6028 5.6433
H -1.3506 5.9711 7.7224
H -0.1886 5.3416 6.5555
H -0.5508 4.4339 8.0221
H -3.5805 5.7413 7.2229
H -5.4345 4.6980 6.0049
H -5.0233 2.7350 4.5689
H -1.7714 1.4552 3.8088
H -4.8734 0.7424 5.6133
H -6.2911 -1.1651 5.0057
H -5.7338 -2.5534 3.0351
H -3.6835 -2.0734 1.7436
H -0.5718 1.5374 5.8597
H 0.2001 3.0512 6.3375
H -0.1118 2.7244 4.6313
```

Output
⟨S²⟩: 6.087
Total charge: +1
Energy above the lowest of the compared OMol25 structures with the same formula, charge and spin in eV: 1.051
F_max in eV Å⁻¹: 2.85
E_HOMO (spin up / spin down) in eV: -10.2 / -10.3
2S+1: 5